The following is a quantum chemistry calculation of an isolated molecule of C8H13BrN2O2, from the Open Molecules 2025 dataset.

The geometry in XYZ format:
```
26
C8H13BrN2O2 ωB97M-V/def2-TZVPD
C 2.2374 -1.6155 -0.8465
C 1.2356 -1.8034 0.1981
C 0.8602 -3.2792 0.3336
C -0.0591 -0.9733 0.2051
C 0.1209 0.6020 0.1943
C 0.6293 0.8518 1.5935
N 1.1298 1.0999 2.6954
N -1.1512 1.3601 -0.0017
O -2.4337 0.6372 -0.1863
C -1.0463 2.6786 -0.1695
O -0.0222 3.2758 -0.3009
C -2.2711 3.4879 -0.5882
Br -1.7746 5.3857 -0.7192
H 2.7621 -0.6806 -0.6965
H 3.0244 -2.2855 -0.8199
H 1.8244 -1.7205 -1.8621
H 1.6994 -1.5897 1.1648
H 0.0703 -3.4398 -0.4310
H 1.7104 -3.9110 0.1904
H 0.4984 -3.5032 1.3646
H -0.6377 -1.2673 1.0817
H -0.5904 -1.2653 -0.7192
H 0.8454 0.8498 -0.6574
H -3.1039 0.6896 0.5184
H -2.4461 3.0497 -1.5356
H -3.1115 3.3661 -0.0060
```

Its SMILES is CC(C)C[C@H](C#N)N(O)C(=O)CBr. As for the LUMO energy: 0.013 eV. Its HOMO-LUMO gap is 0.3690 Eh. The value obtained for the energy relative to the best compared isomer or geometry (same formula, charge and spin) is 28.2 kcal per mole.

=====

The following is a quantum chemistry calculation of a cluster of 5 separate species, C8H13Cl12O4S in total, from the Open Molecules 2025 dataset.

The geometry in XYZ format:
```
38
C8H13Cl12O4S ωB97M-V/def2-TZVPD
C -3.5092 1.0286 4.7003
C -3.4956 -0.0137 3.5953
O -2.7086 -1.1425 3.9783
C -2.5080 -2.0413 2.8913
C -1.2442 -1.7358 2.0784
S -1.5584 -1.2326 0.3971
O -2.5532 -0.1657 0.4588
O -0.2599 -0.7701 -0.0832
O -2.0325 -2.4336 -0.2546
H -2.8885 0.7299 5.5394
H -4.5147 1.2325 5.0586
H -3.1112 1.9656 4.3245
H -4.5104 -0.3081 3.2987
H -3.0542 0.4307 2.7047
H -3.3925 -2.1044 2.2570
H -2.3894 -3.0148 3.3600
H -0.6222 -1.0183 2.5999
H -0.6488 -2.6386 1.9971
C 2.3970 -0.9376 -1.5377
Cl 2.3572 -0.8490 -3.3024
Cl 3.5638 -2.1617 -1.0096
Cl 2.7886 0.6329 -0.8498
H 1.4089 -1.2135 -1.1726
C -5.8709 -0.1200 0.1773
Cl -6.0664 0.8132 1.6628
Cl -6.6617 -1.6960 0.3305
Cl -6.5163 0.7687 -1.2071
H -4.8033 -0.2748 0.0226
C 4.6677 2.3100 -5.6202
Cl 3.8453 3.6755 -6.3881
Cl 3.8692 1.8403 -4.1304
Cl 4.7685 0.9414 -6.7357
H 5.6760 2.6197 -5.3849
C 7.8841 1.3842 -2.6923
Cl 9.4436 0.5535 -2.6554
Cl 7.9698 2.7945 -3.7593
Cl 6.5921 0.2932 -3.1633
H 7.6738 1.7414 -1.6935
```

As for the LUMO energy: 1.856 eV. Its HOMO-LUMO gap is 0.2851 Eh. As for the net charge: -1.

=====

The following is a quantum chemistry calculation of the ion C8H13ClNO2S with charge +1, from the Open Molecules 2025 dataset.

The geometry in XYZ format:
```
26
C8H13ClNO2S ωB97M-V/def2-TZVPD
C 1.7262 -2.0351 -0.6054
C -1.4953 1.0648 -1.6454
C -1.8136 1.5753 -0.2910
C -0.1327 0.2646 -1.5337
C -1.5690 0.3427 0.6411
C -0.3971 -0.3377 -0.1512
C -1.3707 0.5834 2.0794
C 3.1460 -0.5216 0.8004
N 2.0095 -1.0104 0.1585
O 0.6191 -2.4543 -1.0103
O 0.6974 -0.1999 0.7020
S -1.0209 -1.9830 -0.3350
Cl -2.9079 -0.9543 0.4592
H 2.5491 -2.5376 -1.1282
H -2.1935 0.4240 -2.2005
H -1.2509 1.8892 -2.3559
H -1.1256 2.3278 0.1943
H -2.8063 2.0911 -0.1823
H -0.1820 -0.3017 -2.4260
H 0.7806 0.9215 -1.5401
H -0.5388 -0.0354 2.4528
H -2.2767 0.2376 2.6368
H -1.0444 1.6639 2.1702
H 3.1443 0.5806 1.2606
H 3.4553 -1.1047 1.6834
H 3.9981 -0.4910 0.1664
```

As for the LUMO energy: -4.010 eV. Its HOMO-LUMO gap is 0.3372 Eh. As for the net charge: +1. The value obtained for the energy relative to the best compared isomer or geometry (same formula, charge and spin) is 29.4 kcal per mole.

=====

The following is a quantum chemistry calculation of an isolated molecule of C8H13ClO2, from the Open Molecules 2025 dataset.

The geometry in XYZ format:
```
24
C8H13ClO2 ωB97M-V/def2-TZVPD
C -2.0893 0.3797 0.1150
C -1.5183 0.1092 -1.2596
C -1.3132 1.5362 0.6992
C -0.0075 0.4121 -1.1176
C 0.8612 -0.7199 -0.4200
C -0.0562 1.5880 -0.0285
C 1.9308 -0.1542 0.4180
C 2.6737 -0.9014 1.5015
O 1.4471 -1.6361 -1.4700
O 0.5899 2.7656 -0.1745
Cl 2.9513 0.9864 -0.4047
H -3.1618 0.4683 0.1596
H -1.8643 -0.3880 0.8605
H -1.6724 -0.9933 -1.3878
H -1.9767 0.6974 -2.1398
H -1.8462 2.3605 0.3474
H -1.1922 1.6552 1.8318
H 0.4125 0.9910 -1.9329
H 0.2247 -1.3885 0.2841
H 2.7563 -1.9652 1.2411
H 2.0229 -1.0672 2.2650
H 3.5772 -0.4374 1.8756
H 0.8171 -2.3278 -1.7746
H 1.4560 2.6405 -0.5947
```

As for the LUMO energy (alpha / beta): 0.741 / 0.215 eV. Its HOMO-LUMO gap (alpha / beta) is 0.3099 / 0.2506 Eh.

=====

The following is a quantum chemistry calculation of a cluster of 2 separate species, C8H13F3N5O4 in total, from the Open Molecules 2025 dataset.

The geometry in XYZ format:
```
33
C8H13F3N5O4 ωB97M-V/def2-TZVPD
C 2.0125 1.7727 0.7127
C 2.5730 0.7853 -0.2969
O 2.3585 1.2883 -1.6047
C 2.0329 -0.6214 -0.1063
N 0.5812 -0.6957 -0.2864
C -0.1385 -0.6396 -1.4057
N -1.4375 -0.6878 -1.1916
C -1.5713 -0.7613 0.1304
N -2.6960 -0.8161 0.8381
C -4.0716 -0.7656 0.3410
O -4.1765 -1.2992 -0.9430
C -4.5695 -0.4164 -1.9130
F -3.8410 0.7186 -1.8904
F -5.8618 -0.0622 -1.7300
F -4.4296 -1.0306 -3.1012
N -0.3483 -0.7919 0.7063
N -0.0951 -0.8161 2.0703
C 0.5005 -1.8193 2.5060
O 1.1019 -2.6626 2.9360
H 1.4931 1.2558 1.5098
H 1.3254 2.4469 0.2204
H 2.8230 2.3363 1.1444
H 3.6454 0.7114 -0.1439
H 2.4510 0.5896 -2.2540
H 2.2858 -0.9338 0.8957
H 2.5050 -1.2951 -0.8092
H 0.3129 -0.5810 -2.3735
H -2.5935 -0.8873 1.8347
H -4.6600 -1.3760 1.0112
H -4.4516 0.2444 0.4143
O 5.2997 2.0797 0.9091
H 6.0226 1.9410 1.5299
H 5.6173 2.7889 0.3398
```

As for the LUMO energy: -3.186 eV. Its HOMO-LUMO gap is 0.3731 Eh. As for the net charge: +1.

=====

The following is a quantum chemistry calculation of a structure of composition C8H13I2N2Pd, from the Open Molecules 2025 dataset.

The geometry in XYZ format:
```
26
C8H13I2N2Pd ωB97M-V/def2-TZVPD
Pd -1.5838 0.3164 0.5957
I -3.7477 1.8626 0.5428
C -4.8988 0.5052 -0.6404
I -3.8861 -1.3366 -0.7648
H -4.9981 0.9485 -1.6243
H -5.8487 0.3779 -0.1329
C -0.1870 -1.5569 -0.3779
C 1.1967 -1.5135 -0.7100
C 1.6324 -1.2113 -2.0190
C 3.0058 -1.3629 -2.4106
C 3.9831 -1.6938 -1.4890
C 3.5806 -1.9946 -0.2008
C 2.2096 -1.8542 0.2084
H -0.4727 -2.0805 0.5347
H -0.8780 -1.6370 -1.2076
H 0.9259 -0.8575 -2.7610
H 3.2497 -1.2596 -3.4621
H 5.0176 -1.7951 -1.7873
H 4.2890 -2.3884 0.5194
H 1.9701 -2.0301 1.2507
N -1.2358 3.8586 2.4954
N -0.4604 2.7980 2.5869
H -0.9650 4.6009 1.8542
H -1.8399 4.1066 3.2781
H -0.5573 2.2766 3.4564
H 0.4988 2.9207 2.2648
```

Its multiplicity is 5. As for the LUMO energy (alpha / beta): -9.636 / -13.345 eV. Its HOMO-LUMO gap (alpha / beta) is 0.3077 / 0.1953 Eh. As for the net charge: +3. The value obtained for the energy relative to the best compared isomer or geometry (same formula, charge and spin) is 87.9 kcal per mole.

=====

Going through the records in order, we get largest force on an atom values of 8.41; 0.59; 5.49; 3.46; 2.60; 0.89 eV/Å.